DFT (ωB97M-V/def2-TZVPD) results for a cluster of 2 separate species, C17H17N2S2 in total in a non-equilibrium geometry.

```
! RIJCOSX wB97M-V def2-TZVPD def2/J DEFGRID3
* xyz 1 1
C 2.36 -1.92 -2.59
C 2.86 -0.70 -2.10
C 2.56 -0.28 -0.80
C 1.76 -1.09 0.03
C 1.48 -0.69 1.41
S 0.35 -1.53 2.37
C -0.11 -0.13 3.45
C 1.04 0.85 3.56
S 2.10 0.76 2.06
C 1.24 -2.30 -0.48
C 1.55 -2.72 -1.77
H 2.59 -2.23 -3.61
H 3.47 -0.05 -2.75
H 2.94 0.67 -0.42
H -0.99 0.33 2.98
H -0.39 -0.56 4.42
H 0.69 1.89 3.59
H 1.67 0.65 4.44
H 0.58 -2.91 0.15
H 1.14 -3.66 -2.15
C 6.00 -1.46 5.08
N 4.98 -1.92 4.15
C 4.14 -1.11 3.42
N 3.36 -1.81 2.62
C 3.62 -3.15 2.86
C 4.67 -3.25 3.81
C 5.18 -4.48 4.21
C 4.60 -5.63 3.64
C 3.55 -5.54 2.72
C 3.04 -4.29 2.32
H 6.53 -2.32 5.49
H 6.72 -0.80 4.56
H 5.55 -0.89 5.90
H 4.18 -0.03 3.50
H 6.00 -4.51 4.92
H 4.97 -6.62 3.91
H 3.11 -6.45 2.31
H 2.22 -4.16 1.62
*
```

## Properties
LUMO = -0.173 hartree
Gap between HOMO and LUMO = 6.5 eV


DFT (ωB97M-V/def2-TZVPD) results for the ion C4H7N2O with charge +1 in a non-equilibrium geometry.

```
! RIJCOSX wB97M-V def2-TZVPD def2/J DEFGRID3
* xyz 1 1
C -0.65 1.61 1.19
C 0.25 -0.62 0.49
C -0.12 0.33 1.65
C 0.37 -1.01 -1.97
N -0.27 1.07 -1.20
N 0.06 -0.06 -0.94
O 0.62 -1.72 0.52
H -0.09 2.49 1.31
H 0.82 0.44 2.13
H -0.80 -0.25 2.31
H -1.75 1.47 0.99
H 1.49 -1.14 -1.82
H -0.09 -2.08 -1.81
H 0.17 -0.53 -2.84
*
```

## Properties
LUMO (spin up / spin down) = -0.232 / -0.225 hartree
Gap between HOMO and LUMO (spin up / spin down) = 8.3 / 8.7 eV


DFT (ωB97M-V/def2-TZVPD) results for an isolated molecule of C5H11NO2 in a non-equilibrium geometry.

```
! RIJCOSX wB97M-V def2-TZVPD def2/J DEFGRID3
* xyz 0 1
O -0.89 0.16 -2.41
C -0.29 -0.88 -2.22
C 0.09 -1.48 -0.93
N -0.60 -1.21 0.23
C -1.29 0.08 0.51
C -0.37 1.32 0.49
C 1.08 1.14 0.92
O 1.06 0.59 2.25
H 0.06 -1.54 -3.03
H 0.59 -2.41 -1.02
H 0.85 -0.59 -1.35
H -0.21 -1.60 1.07
H -2.06 0.24 -0.20
H -1.70 -0.12 1.49
H -0.79 2.10 1.12
H -0.40 1.65 -0.55
H 1.51 2.12 1.00
H 1.61 0.45 0.26
H 1.77 -0.04 2.37
*
```

## Properties
SMILES = O=CCNCCCO
LUMO = 0.022 hartree
Gap between HOMO and LUMO = 9.0 eV


DFT (ωB97M-V/def2-TZVPD) results for a cluster of 2 separate species, C3H8NO in total in a non-equilibrium geometry.

```
! RIJCOSX wB97M-V def2-TZVPD def2/J DEFGRID3
* xyz 2 2
C -0.68 0.45 -1.11
C -1.78 0.23 -0.28
C 1.43 0.11 0.15
N 0.52 1.00 -0.69
H -1.02 0.33 -2.12
H -1.53 0.11 0.77
H -2.68 -0.09 -0.74
H 1.91 -0.52 -0.68
H 2.07 0.95 0.46
H 1.01 1.52 -1.39
H 0.20 -1.55 2.66
H 0.63 -0.94 1.24
O -0.08 -1.60 1.73
*
```

## Properties
LUMO (spin up / spin down) = -0.553 / -0.542 hartree
Gap between HOMO and LUMO (spin up / spin down) = 6.6 / 6.3 eV


DFT (ωB97M-V/def2-TZVPD) results for an isolated molecule of C8H6O2 in a non-equilibrium geometry.

```
! RIJCOSX wB97M-V def2-TZVPD def2/J DEFGRID3
* xyz 0 1
O -0.47 1.56 -3.03
C 0.18 0.99 -2.17
C -0.33 0.61 -0.83
C -1.61 0.77 -0.26
C -1.85 0.20 0.93
C -0.94 -0.43 1.64
C 0.35 -0.60 1.12
C 1.37 -1.36 1.71
O 2.35 -1.63 1.15
C 0.69 -0.13 -0.14
H 1.20 0.72 -2.34
H -2.21 1.45 -0.93
H -2.94 0.38 1.29
H -0.87 -0.66 2.73
H 0.98 -1.58 2.82
H 1.73 -0.15 -0.50
*
```

## Properties
SMILES = O=Cc1cccc(C=O)c1
LUMO = -0.022 hartree
Gap between HOMO and LUMO = 9.5 eV


DFT (ωB97M-V/def2-TZVPD) results for a structure of composition C30H41N3Tb.

```
! RIJCOSX wB97M-V def2-TZVPD def2/J DEFGRID3
* xyz 1 7
Tb -0.77 -0.42 -0.28
C 0.66 1.77 -2.67
C 1.20 0.53 -3.38
C 0.20 -0.62 -3.45
C 2.54 0.13 -2.80
C 3.67 0.36 -3.58
C 4.94 0.06 -3.13
C 5.09 -0.59 -1.93
C 4.00 -0.86 -1.11
C 4.21 -1.72 0.12
C 5.18 -1.12 1.14
C 4.70 -3.10 -0.32
C 2.72 -0.40 -1.51
N 1.66 -0.44 -0.57
C 1.98 0.04 0.62
C 1.19 -0.04 1.77
C 1.48 0.49 3.05
C 0.43 0.13 3.87
C -0.49 -0.58 3.08
N -0.03 -0.71 1.83
C -1.89 -1.00 3.47
C -2.77 0.24 3.24
C -2.41 -2.15 2.60
C -1.94 -1.45 4.93
H -0.27 2.12 -3.12
H 1.39 2.58 -2.75
H 0.49 1.58 -1.59
H 1.39 0.83 -4.42
H -0.14 -0.95 -2.44
H 0.66 -1.48 -3.95
H -0.68 -0.32 -4.03
H 3.54 0.82 -4.55
H 5.80 0.32 -3.73
H 6.08 -0.89 -1.61
H 3.25 -1.87 0.63
H 6.17 -0.99 0.71
H 5.27 -1.80 1.98
H 4.84 -0.16 1.51
H 5.68 -3.04 -0.79
H 4.01 -3.54 -1.04
H 4.77 -3.76 0.54
H 2.94 0.54 0.73
H 2.35 1.06 3.31
H 0.32 0.37 4.91
H -2.57 0.66 2.25
H -2.54 1.00 3.98
H -3.82 -0.01 3.33
H -2.36 -1.89 1.52
H -3.45 -2.34 2.85
H -1.83 -3.05 2.78
H -1.69 -0.63 5.60
H -1.24 -2.26 5.11
H -2.94 -1.79 5.19
C -4.35 -0.54 -0.38
N -3.39 -0.26 -1.46
C -3.74 -1.09 -2.62
C -3.53 1.17 -1.83
C -2.93 2.11 -0.80
C -3.46 3.39 -0.64
C -2.84 4.30 0.19
C -1.70 3.93 0.89
C -1.21 2.64 0.76
C -1.78 1.69 -0.10
H -5.38 -0.40 -0.74
H -4.17 0.16 0.44
H -4.25 -1.56 -0.03
H -4.77 -0.89 -2.95
H -3.67 -2.15 -2.35
H -3.08 -0.89 -3.45
H -4.59 1.41 -2.00
H -3.02 1.32 -2.79
H -4.35 3.68 -1.19
H -3.22 5.30 0.28
H -1.21 4.63 1.54
H -0.32 2.37 1.34
*
```

## Properties
LUMO (spin up / spin down) = -0.125 / -0.111 hartree
Gap between HOMO and LUMO (spin up / spin down) = 7.2 / 7.6 eV


DFT (ωB97M-V/def2-TZVPD) results for a structure of composition C19H18F5N2PdSSe2.

```
! RIJCOSX wB97M-V def2-TZVPD def2/J DEFGRID3
* xyz 1 3
Pd -0.69 -0.42 -0.25
C 1.79 -2.63 1.17
Se 0.58 -2.63 -0.35
C -0.87 -3.69 0.40
C -1.38 -3.21 1.74
Se -2.08 -1.37 1.71
C -1.01 -0.59 3.14
H 1.66 -3.56 1.72
H 1.60 -1.78 1.82
H 2.80 -2.59 0.79
H -0.53 -4.72 0.48
H -1.64 -3.63 -0.37
H -0.62 -3.23 2.52
H -2.20 -3.85 2.06
H -0.10 -0.14 2.74
H -0.77 -1.36 3.87
H -1.62 0.17 3.62
N -1.60 1.72 -0.34
C -0.57 2.71 -0.26
C -0.78 3.99 0.17
C 0.28 4.92 0.22
C 1.53 4.57 -0.19
C 1.79 3.24 -0.62
C 3.07 2.81 -1.04
C 3.25 1.51 -1.43
C 2.14 0.64 -1.40
N 0.94 1.00 -1.02
C 0.74 2.30 -0.65
H -1.91 1.60 -1.31
H -2.42 1.98 0.19
H -1.77 4.29 0.47
H 0.08 5.93 0.55
H 2.35 5.28 -0.17
H 3.89 3.51 -1.03
H 4.21 1.14 -1.76
H 2.26 -0.40 -1.70
F 1.42 -1.15 -6.29
C 0.56 -1.13 -5.29
C 0.01 0.07 -4.86
F 0.37 1.21 -5.45
C -0.88 0.08 -3.81
F -1.35 1.26 -3.39
C -1.28 -1.09 -3.16
S -2.42 -1.07 -1.84
C -0.70 -2.28 -3.61
F -1.02 -3.44 -3.02
C 0.20 -2.31 -4.66
F 0.73 -3.46 -5.06
*
```

## Properties
LUMO (spin up / spin down) = -0.116 / -0.168 hartree
Gap between HOMO and LUMO (spin up / spin down) = 7.5 / 6.9 eV


DFT (ωB97M-V/def2-TZVPD) results for a cluster of 2 separate species, C4H10OS in total in a non-equilibrium geometry.

```
! RIJCOSX wB97M-V def2-TZVPD def2/J DEFGRID3
* xyz 0 1
C -0.49 -2.45 1.96
C -0.32 -1.94 0.74
O 0.77 -2.08 -0.09
H -1.44 -2.04 2.28
H 0.19 -3.09 2.48
H -0.98 -1.15 0.41
H 0.58 -2.31 -1.00
C 0.12 2.09 -1.65
C -0.08 1.75 -0.17
S 1.34 1.13 0.78
H 0.62 3.06 -1.78
H -0.80 2.31 -2.20
H 0.60 1.26 -2.17
H -0.56 2.55 0.39
H -0.87 0.99 -0.20
H 1.32 -0.08 0.21
*
```

## Properties
SMILES = C=CO.CCS
LUMO = 0.024 hartree
Gap between HOMO and LUMO = 9.5 eV


Number 1: E -42549.2318 eV. Number 2: E -9277.6498 eV. Number 3: E -10946.0097 eV. Number 4: E -6749.8198 eV. Number 5: E -12486.0596 eV. Number 6: E -58675.6014 eV. Number 7: E -181564.4198 eV. Number 8: E -17191.2871 eV.